1.
Entry from the Open Molecules 2025 dataset: a structure of composition C2H4OS (ωB97M-V/def2-TZVPD).

The geometry in XYZ format:
```
8
Properties=species:S:1:pos:R:3:mulliken_charge:R:1
O 0.541 1.005 -0.468 -0.454
S 2.022 -0.588 0.054 -0.043
H -2.205 -0.799 0.243 0.181
C -1.127 -0.472 0.451 -0.770
C -0.729 0.553 -0.281 0.214
H -1.362 1.189 -0.779 0.369
H -0.389 -1.007 0.954 0.299
H 3.249 0.119 -0.174 0.203
```

Calculated values
gap between HOMO and LUMO (spin up / spin down): 6.840 / 6.840 eV
largest force on an atom: 3.3 eV/Å
LUMO energy (spin up / spin down): -2.24 / -2.24 eV
M: 76.12 u

---

2.
Entry from the Open Molecules 2025 dataset: an isolated molecule of C3H5NO2 (ωB97M-V/def2-TZVPD).

The geometry in XYZ format:
```
11
Properties=species:S:1:pos:R:3:mulliken_charge:R:1
H 0.288 -2.974 -0.334 0.265
C -0.026 -1.141 -0.469 0.106
C 0.749 1.164 0.325 0.047
N -0.253 -2.235 0.106 -0.562
O -1.000 -0.157 -0.354 -0.392
H -1.233 1.020 1.292 0.206
C -0.754 1.108 0.312 -0.187
H -1.181 2.006 -0.181 0.245
H 0.784 -0.952 -1.197 0.379
H 1.262 1.941 -0.265 0.326
O 1.363 0.221 0.766 -0.433
```

Calculated values
gap between HOMO and LUMO: 10.331 eV
largest force on an atom: 1.2 eV/Å
LUMO energy: 0.14 eV
M: 87.08 u
SMILES string: [H]/N=C/OCC=O

---

3.
Entry from the Open Molecules 2025 dataset: an isolated molecule of C5H8N2O (ωB97M-V/def2-TZVPD).

The geometry in XYZ format:
```
16
Properties=species:S:1:pos:R:3:mulliken_charge:R:1
N -0.963 1.720 -0.347 -0.761
C 2.263 -0.044 -0.068 -0.327
C -1.000 -0.649 -0.577 -0.341
O 1.286 1.808 0.765 -0.573
H 4.123 -1.446 -0.329 0.383
H -0.521 -1.426 1.323 0.275
H -0.496 -1.470 -1.251 0.277
C 1.151 0.855 0.049 0.078
H -2.189 -1.810 0.799 0.407
H -0.812 2.256 -1.226 0.245
C -1.422 -1.059 0.842 -1.065
H -2.035 -0.317 1.300 0.327
N -0.151 0.551 -0.426 0.244
C 3.242 -0.785 -0.151 0.271
H -0.628 2.183 0.463 0.288
H -1.850 -0.367 -1.166 0.271
```

Calculated values
gap between HOMO and LUMO: 9.718 eV
largest force on an atom: 4.0 eV/Å
LUMO energy: 0.59 eV
M: 112.13 u
SMILES string: C#CC(=O)N(N)CC

---

4.
Entry from the Open Molecules 2025 dataset: a structure of composition C34H44O8RhS2Se (ωB97M-V/def2-TZVPD).

The geometry in XYZ format:
```
90
Properties=species:S:1:pos:R:3:mulliken_charge:R:1
H 3.502 0.718 3.486 0.348
S -0.706 -3.178 -3.802 1.691
C 5.659 -0.990 1.386 -1.739
H -1.773 4.143 1.227 0.353
H 1.753 3.899 2.529 0.360
H 2.762 3.821 1.084 0.346
H 5.751 -2.017 1.029 0.373
C -4.131 3.393 0.292 -1.785
H 4.897 -2.778 3.313 0.433
C 1.564 -0.968 -0.080 0.420
O -0.325 -2.385 -0.311 -1.065
H 1.244 -5.369 0.660 0.320
C 2.748 -0.593 0.537 -0.658
H -5.184 3.372 0.587 0.497
C 0.741 2.600 -0.344 -0.793
H 6.594 -0.709 1.880 0.459
H -1.032 -4.138 -6.321 0.548
H -2.488 -3.622 -8.260 0.374
H 1.087 -3.819 4.075 0.407
H -3.869 -0.010 0.673 0.231
C 0.072 1.422 -0.600 0.161
C -4.201 0.934 0.251 -1.862
Se 0.889 0.012 -1.556 0.416
H 3.306 0.250 0.142 0.320
H -3.077 2.977 2.803 0.293
H -0.317 -5.856 1.345 0.472
O -0.111 -4.379 -4.323 -0.748
C 0.101 3.596 0.384 -0.515
C -1.232 3.358 0.716 0.318
C 2.386 -2.349 2.084 0.215
C 0.366 -3.911 2.009 2.469
C -2.585 -1.402 -5.082 -0.299
H -0.872 6.159 1.052 0.411
H 0.365 -5.358 3.599 0.456
C 1.346 5.607 -0.454 -1.764
H 0.502 5.883 -1.088 0.368
H -3.021 1.210 2.742 0.301
C 4.478 -0.863 2.357 2.198
C 4.358 0.597 2.819 -1.675
H 1.756 2.727 -0.707 0.500
C -1.030 -3.405 2.404 -1.604
O -1.701 -0.096 -0.274 -0.925
C -3.400 -1.124 -6.175 -0.572
C 1.203 -2.746 1.473 -0.555
H 2.622 5.344 1.974 0.468
H 2.024 4.992 -1.050 0.322
H -0.366 5.327 2.533 0.397
C -1.702 -3.291 -6.296 -0.591
H -0.949 -2.621 3.161 0.304
C 3.187 -1.283 1.652 -0.704
H 2.704 -2.900 2.956 0.512
C 2.074 4.456 1.646 -1.689
C -1.939 2.188 0.427 -0.605
C -3.531 2.092 2.349 -1.637
H 5.528 -0.344 0.515 0.313
C -1.220 1.136 -0.172 0.762
H -1.616 -4.229 2.822 0.472
C -0.008 5.807 1.619 -2.166
Rh -1.106 -1.266 -1.686 0.822
H -3.697 4.315 0.681 0.308
O -1.629 -3.392 -2.685 -0.595
S -2.801 -0.246 -3.710 1.851
H -0.252 -4.649 0.049 0.277
H -1.561 -3.000 1.546 0.256
O -1.450 0.260 -3.344 -0.590
H 1.990 -4.949 3.046 0.407
H -4.035 -1.686 -8.141 0.378
H 5.261 0.906 3.353 0.478
O -3.310 -1.027 -2.580 -0.618
H 0.582 6.680 1.908 0.431
H 3.970 -1.657 4.324 0.399
C -1.724 -2.520 -5.139 -0.410
H 5.696 -1.389 4.056 0.433
C -3.427 2.130 0.817 2.036
C 1.000 -4.538 3.256 -2.433
C -3.377 -1.918 -7.312 -0.563
C 4.771 -1.728 3.584 -2.237
C 0.860 4.857 0.793 2.231
H -4.580 2.049 2.657 0.461
H -4.104 0.858 -0.832 0.344
O -3.714 0.752 -4.189 -0.718
H 1.880 6.518 -0.169 0.456
C 0.251 -5.011 0.944 -1.657
O 0.257 -2.118 -3.431 -0.540
H -5.260 1.073 0.491 0.473
H -4.056 -0.269 -6.110 0.551
C 0.772 -2.029 0.329 0.987
H -4.081 3.427 -0.798 0.365
H 4.217 1.273 1.973 0.319
C -2.520 -2.997 -7.376 -0.559
```

Calculated values
gap between HOMO and LUMO: 7.207 eV
charge: -1
largest force on an atom: 3.9 eV/Å
LUMO energy: 1.82 eV
M: 826.72 u